{
  "formula": "C4H7Cl2OP",
  "method": "the ωB97M-V functional and the def2-TZVPD basis",
  "species": ["O", "P", "Cl", "Cl", "H", "C", "C", "C", "C", "H", "H", "H", "H", "H", "H"],
  "positions_angstrom": [[2.6007, 2.6215, 0.2745], [1.4585, 1.8984, 1.0536], [2.3384, 1.2952, 2.7169], [0.6371, 3.6617, 1.6792], [3.2449, 2.2294, -0.3915], [-2.4025, 0.6136, -0.4403], [-1.7301, -0.4986, -0.7313], [-0.2964, -0.7166, -0.9269], [0.2447, -1.9363, -1.0548], [-3.4938, 0.7497, -0.2387], [-1.9288, 1.6048, -0.4198], [-2.2807, -1.3937, -0.7226], [0.2520, 0.2013, -0.8690], [-0.2003, -2.9855, -1.1037], [1.2587, -1.8677, -1.1565]],
  "atomic_forces_ev_per_a": [[3.240, 0.633, -2.369], [-2.052, -0.568, -0.800], [0.857, -0.506, 1.485], [-0.401, 0.247, 0.302], [-1.590, 0.290, 1.465], [-0.234, 1.524, -0.082], [-0.387, 0.294, 0.471], [-1.723, -0.584, 0.219], [-1.875, -0.166, -0.034], [1.012, -0.926, -0.281], [0.259, -0.467, 0.013], [-0.830, -1.209, -0.097], [0.828, 0.010, -0.201], [0.158, 1.964, 0.177], [2.738, -0.538, -0.268]],
  "nbo_charge": [-1.04, 1.10, -0.29, -0.30, 0.54, -0.37, -0.23, -0.21, -0.38, 0.21, 0.18, 0.19, 0.20, 0.21, 0.18],
  "largest_force_ha_per_bohr": 0.079,
  "e_homo_ha": -0.3295,
  "lumo_ev": 0.34,
  "total_charge": 0
}

***

{
  "formula": "C4H7Cl3O4S",
  "method": "the ωB97M-V functional and the def2-TZVPD basis",
  "species": ["C", "C", "C", "C", "O", "O", "O", "O", "S", "Cl", "Cl", "Cl", "H", "H", "H", "H", "H", "H", "H"],
  "positions_angstrom": [[-0.2987, -2.8240, 1.4593], [-0.9021, -1.9001, 0.3487], [1.1922, 3.3123, -0.6145], [0.7611, 2.9627, 0.7632], [1.3626, -0.2755, -2.1829], [-1.2033, -0.9483, -2.4354], [1.1373, 4.4251, -1.0046], [0.0700, -1.0729, -0.2208], [0.3559, -1.2956, -1.8817], [-0.9551, 2.3246, 0.3979], [0.7916, 4.2243, 1.8799], [1.8302, 1.5276, 1.2509], [0.4519, -3.4063, 0.9553], [-0.0338, -2.1352, 2.2537], [-1.0918, -3.4591, 1.6579], [-1.6810, -1.2033, 0.8497], [-1.5414, -2.4722, -0.3752], [1.4144, 2.4969, -1.2206], [-1.6601, -0.2810, -1.8809]],
  "atomic_forces_ev_per_a": [[-0.224, 2.364, -2.537], [-2.485, -0.117, 1.723], [-0.587, 1.158, 0.265], [-0.306, -2.756, 0.340], [-1.791, -0.797, 0.396], [1.124, 0.362, 0.771], [0.305, 1.503, -0.561], [0.725, 0.383, -2.207], [0.080, 0.704, 0.680], [0.940, 0.326, 0.588], [-0.132, 0.515, 0.624], [-0.883, 1.057, -0.049], [0.856, -0.095, 0.440], [0.531, -0.643, 0.317], [-1.445, -1.346, 1.196], [1.186, -0.917, -0.664], [1.006, 0.324, 0.212], [0.648, -1.893, -1.232], [0.453, -0.131, -0.304]],
  "nbo_charge": [-0.62, -0.09, 0.35, -0.15, -0.89, -0.90, -0.46, -0.71, 1.72, -0.03, 0.13, 0.00, 0.21, 0.22, 0.21, 0.17, 0.19, 0.16, 0.50],
  "largest_force_ha_per_bohr": 0.068,
  "e_homo_ha": -0.3854,
  "lumo_ev": -0.13,
  "total_charge": 0
}

***

Here are the calculated frontier orbital gap numbers, same order: 9.3, 10.4 (eV).
Here are the calculated energy numbers, same order: -40642.492, -60851.763 (eV).
Here are the calculated relative energy (zero: lowest compared OMol25 entry of this formula, charge and spin) numbers, same order: 128.1, 0.0 (kJ/mol).